DFT (ωB97M-V with the def2-TZVPD basis set) results for a structure of composition C27H41As3ClGaN2O5S2 in a non-equilibrium geometry.

Geometry as XYZ:
```
82
Properties=species:S:1:pos:R:3
Ga 0.863 -1.168 0.594
C 0.428 -4.735 1.324
C 0.438 -3.686 2.405
N -0.676 -3.089 2.716
N -0.709 -2.208 3.751
C -0.650 -0.957 3.553
S -0.372 0.004 2.085
S -1.029 0.193 4.884
C -2.799 -0.251 5.268
C -3.762 -0.129 4.135
C -4.241 1.129 3.762
C -5.025 1.200 2.605
C -5.294 0.068 1.839
C -4.943 -1.195 2.286
C -4.165 -1.259 3.407
C 1.736 -3.375 3.060
C 2.016 -3.797 4.340
C 3.307 -3.624 4.863
C 4.287 -3.034 4.058
C 3.996 -2.532 2.804
C 2.729 -2.708 2.314
O 2.365 -2.133 1.109
H -0.556 -4.888 0.887
H 0.804 -5.704 1.713
H 1.129 -4.523 0.521
H -3.042 0.536 6.010
H -2.818 -1.253 5.655
H -4.050 1.955 4.455
H -5.317 2.145 2.223
H -5.763 0.268 0.872
H -5.188 -2.056 1.711
H -3.792 -2.258 3.770
H 1.164 -4.235 4.933
H 3.561 -3.933 5.900
H 5.309 -2.987 4.433
H 4.702 -2.042 2.148
C 3.766 0.677 0.371
As 2.376 0.096 -0.916
C 3.357 -1.045 -2.102
C 2.263 1.675 -2.038
C 1.116 1.829 -3.069
C 0.538 0.508 -3.631
C -0.019 2.548 -2.412
As -0.797 1.867 -0.696
C -2.611 1.330 -1.360
C -1.154 3.565 0.168
C 1.857 2.609 -4.199
As 0.958 3.641 -5.699
C -0.705 2.583 -5.930
C 0.246 5.156 -4.686
H 4.446 1.398 -0.039
H 4.289 -0.305 0.598
H 3.331 1.148 1.263
H 4.278 -0.532 -2.489
H 2.657 -1.302 -2.941
H 3.651 -2.001 -1.599
H 3.273 1.642 -2.421
H 2.252 2.513 -1.358
H 0.280 -0.171 -2.825
H 1.199 0.018 -4.368
H -0.421 0.799 -4.088
H -0.821 2.692 -3.124
H 0.390 3.526 -2.141
H -3.010 1.998 -2.095
H -3.275 1.167 -0.540
H -2.479 0.334 -1.809
H -1.644 4.238 -0.485
H -0.202 3.980 0.558
H -1.712 3.321 1.072
H 2.551 1.868 -4.689
H 2.523 3.352 -3.749
H -0.469 1.555 -6.232
H -1.247 2.924 -6.823
H -1.508 2.593 -5.185
H 1.060 5.764 -4.295
H -0.405 4.815 -3.863
H -0.335 5.785 -5.427
O -0.892 -2.209 -2.745
Cl -0.942 -2.798 -1.439
O -1.008 -4.199 -1.470
O -2.013 -2.260 -0.668
O 0.365 -2.432 -0.778
```

Calculated values
**Gap between HOMO and LUMO**: 8.62 eV
**Molar mass**: 867.7 g/mol
**HOMO level**: -8.330 eV
**LUMO energy**: 0.29 eV

***

DFT (ωB97M-V with the def2-TZVPD basis set) results for a structure of composition C27H41Cl3GaN3O3Si in a non-equilibrium geometry.

Geometry as XYZ:
```
79
Properties=species:S:1:pos:R:3
C 1.414 -1.799 -4.864
C 0.647 -0.800 -4.027
H 1.921 -1.316 -5.702
H 0.776 -2.550 -5.340
H 2.196 -2.266 -4.275
C -0.023 0.177 -4.660
C -0.178 0.289 -6.172
H -0.295 1.095 -4.127
H -0.596 -0.644 -6.607
H 0.846 0.424 -6.596
H -0.796 1.154 -6.504
Ga 4.284 -1.322 1.114
Cl 5.412 0.041 2.241
Cl -1.551 -1.725 0.643
C 0.642 2.286 1.495
O -0.112 1.354 1.157
N 0.283 3.587 1.557
C -1.099 3.995 1.380
C 1.296 4.624 1.686
H 1.698 2.114 1.772
H -1.726 3.104 1.314
H -1.212 4.597 0.468
H -1.407 4.612 2.234
H 2.253 4.147 1.933
H 1.027 5.332 2.482
H 1.420 5.187 0.746
H -2.335 -1.510 -3.162
H -2.566 0.889 -4.100
C -3.302 -1.290 -2.680
C -3.398 1.068 -3.410
N -3.331 0.117 -2.308
H -3.414 -1.913 -1.787
C -3.563 0.510 -1.005
O -3.992 -0.199 -0.103
H -3.315 2.089 -3.026
H -3.344 1.596 -0.859
H -4.085 -1.494 -3.426
H -4.337 0.959 -3.973
O -0.003 -1.635 -1.569
C 0.854 -0.832 -2.463
C -0.296 1.298 -1.809
C 0.898 0.602 -1.986
H -1.200 0.694 -1.787
C -0.359 2.700 -1.798
H 1.870 -1.182 -2.305
C 2.097 1.338 -1.883
H -1.337 3.198 -1.841
C 0.830 3.441 -1.816
C 2.060 2.748 -1.775
H 3.070 0.819 -1.910
H 0.817 4.544 -1.860
H 3.005 3.322 -1.726
Si -0.443 -3.106 -0.525
Cl 4.600 -2.612 -0.451
C -1.662 -4.728 -0.886
C 0.525 -3.979 0.972
C 0.787 -3.621 -1.812
H -2.283 -4.637 -1.794
H -2.414 -4.954 -0.086
H -1.025 -5.609 -1.081
H 0.481 -3.357 -2.822
H 0.929 -4.697 -1.814
H 1.708 -3.111 -1.531
H 0.118 -3.903 1.986
H 1.540 -3.556 0.979
H 0.687 -5.063 0.799
N 2.435 -1.527 1.519
C 1.658 -1.276 2.392
C 1.011 -0.833 3.527
C -0.375 -0.631 3.530
C -1.036 -0.209 4.660
C -0.312 -0.012 5.841
C 1.072 -0.217 5.872
C 1.745 -0.609 4.715
H -0.900 -0.846 2.619
H -2.104 -0.042 4.649
H -0.812 0.306 6.755
H 1.640 -0.080 6.803
H 2.826 -0.770 4.688
```

Calculated values
**Gap between HOMO and LUMO**: 4.50 eV
**Molar mass**: 659.8 g/mol
**HOMO level**: -6.354 eV
**LUMO energy**: -1.85 eV